1.
Density functional theory data (ωB97M-V/def2-TZVPD) for a cluster of 2 separate species, C10H11N5O8 in total.

Calculated values
orbital gap = 0.25471 hartree
LUMO energy = -2.489 eV
spin multiplicity = 1
highest occupied orbital energy = -9.42 eV
energy relative to the best compared isomer or geometry (same formula, charge and spin) = 0.0000 eV

Positions of all 34 atoms, in Å:
O  2.8737  4.8559  2.2384
N  1.6404  4.7060  2.2199
O  0.8498  5.6798  2.2337
C  1.0149  3.3920  2.1750
C  -0.3808  3.3193  2.0860
C  -1.0263  2.0613  2.0244
N  -2.4372  1.9899  1.7921
O  -3.1241  3.0218  1.9329
O  -2.9380  0.8721  1.4972
C  -0.3124  0.8342  2.0513
C  1.0761  0.9345  2.1425
N  2.0575  -0.0576  2.0494
O  1.9929  -1.2716  1.9033
O  3.2930  0.5971  2.0375
N  3.1242  1.9515  2.1002
C  1.7786  2.1501  2.1837
H  -0.9838  4.2263  2.0857
H  -0.8467  -0.0957  2.2133
C  0.1070  -4.5866  -3.9880
C  -0.8362  -3.4708  -3.6083
O  -0.1500  -2.6053  -2.6544
C  -0.9810  -1.7473  -2.0289
C  -0.1734  -0.7617  -1.1647
N  -0.5556  -0.5436  0.1852
O  -2.1824  -1.7417  -2.1332
H  -0.3482  -5.1533  -4.8071
H  1.0887  -4.2272  -4.3290
H  0.2498  -5.2773  -3.1453
H  -1.1010  -2.8642  -4.4847
H  -1.7406  -3.8555  -3.1264
H  0.8778  -1.0756  -1.2393
H  -0.3481  0.1974  -1.6638
H  -0.0024  -1.0864  0.8383
H  -1.5560  -0.3679  0.3830

Forces on atoms 1 to 6 (eV/Å):
-2.2 -1.2 0.0
0.3 2.7 0.1
1.3 -1.8 0.0
-1.0 -0.7 -0.1
1.5 0.1 0.2
1.6 -1.6 -0.2

Charges in e, computed with natural (NBO), in the same order as the atoms: -0.334, 0.501, -0.385, -0.010, -0.086, -0.046, 0.504, -0.352, -0.404, -0.041, 0.019, 0.411, -0.376, -0.112, -0.060, 0.104, 0.297, 0.267, -0.628, -0.080, -0.511, 0.782, -0.318, -0.832, -0.593, 0.219, 0.218, 0.214, 0.187, 0.204, 0.223, 0.212, 0.384, 0.420



2.
Density functional theory data (ωB97M-V/def2-TZVPD) for the molecule C10H11NO.

Calculated values
orbital gap (alpha / beta) = 0.29090 / 0.29092 hartree
LUMO energy (alpha / beta) = -1.185 / -1.184 eV
spin multiplicity = 1
highest occupied orbital energy (alpha / beta) = -9.10 / -9.10 eV
energy relative to the best compared isomer or geometry (same formula, charge and spin) = 4.3462 eV

Positions of all 23 atoms, in Å:
C  1.5832  1.8319  -1.0274
C  2.1635  -2.1438  0.2956
C  3.1332  -1.2089  0.6771
C  1.2656  -1.8611  -0.7972
C  1.0375  -0.6116  -1.2410
C  2.8400  0.1718  0.6258
C  1.3704  0.5395  -0.4438
C  -1.9540  0.3531  -0.2936
C  0.3396  0.9290  0.6810
C  -1.0805  1.5152  0.1919
N  1.8250  2.9452  -1.1548
O  3.2136  1.1437  1.2027
H  2.5407  -3.1660  0.1762
H  3.9790  -1.5483  1.2817
H  1.0169  -2.7511  -1.3404
H  0.5028  -0.5738  -2.2443
H  -2.2430  -0.1979  0.5966
H  -1.2537  -0.2729  -0.8682
H  -2.7979  0.8716  -0.8680
H  0.1974  0.1258  1.3478
H  0.6891  1.6551  1.2700
H  -1.4485  1.9400  1.0408
H  -0.8657  2.2459  -0.5524

Forces on atoms 1 to 6 (eV/Å):
0.8 0.0 -0.2
3.5 1.3 -1.9
-1.6 -2.6 1.5
-0.1 0.6 0.5
-1.6 -1.6 -2.0
-2.5 2.3 -1.5

Charges in e, computed with natural (NBO), in the same order as the atoms: 0.283, -0.107, -0.339, -0.269, -0.100, 0.617, -0.327, -0.616, -0.345, -0.378, -0.303, -0.488, 0.220, 0.240, 0.222, 0.233, 0.207, 0.206, 0.217, 0.200, 0.220, 0.200, 0.208



3.
Density functional theory data (ωB97M-V/def2-TZVPD) for the molecule C10H11NO.

Calculated values
orbital gap (alpha / beta) = 0.29111 / 0.23551 hartree
LUMO energy (alpha / beta) = 0.205 / -0.845 eV
spin multiplicity = 1
highest occupied orbital energy (alpha / beta) = -7.72 / -7.25 eV
energy relative to the best compared isomer or geometry (same formula, charge and spin) = 5.5615 eV

Positions of all 23 atoms, in Å:
C  -1.5790  1.2028  0.9259
C  0.3131  1.6043  -0.4967
C  -1.5838  -1.0713  -1.0144
C  -0.0516  2.7813  -1.0724
C  1.6749  0.9227  -0.6012
C  -1.0462  -2.1857  -0.2548
C  1.6248  -0.4330  0.0749
C  -0.3611  -1.6893  1.0334
C  0.4035  -0.3307  0.9588
C  -0.3798  0.8400  0.4520
N  -2.5602  1.4415  1.4810
O  -2.3085  -0.8455  -1.8724
H  -0.9617  3.2119  -0.8439
H  0.4515  3.4064  -1.7893
H  2.2333  0.8144  -1.6032
H  2.3169  1.6626  0.1476
H  -1.7901  -2.7458  0.1590
H  -0.2520  -2.6968  -0.7563
H  1.4484  -1.1861  -0.7244
H  2.4721  -0.5858  0.5763
H  -1.0972  -1.6662  1.7020
H  0.2599  -2.5038  1.4633
H  0.7729  0.0520  2.0544

Forces on atoms 1 to 6 (eV/Å):
-2.4 0.4 1.9
1.6 0.5 -1.5
1.4 1.2 1.1
0.9 -1.0 0.0
3.0 2.4 0.4
2.9 1.7 0.9

Charges in e, computed with natural (NBO), in the same order as the atoms: 0.254, -0.020, 0.645, -0.376, -0.410, -0.586, -0.404, -0.361, -0.208, -0.181, -0.322, -0.425, 0.194, 0.204, 0.231, 0.206, 0.256, 0.259, 0.185, 0.218, 0.206, 0.215, 0.223



4.
Density functional theory data (ωB97M-V/def2-TZVPD) for the molecule C10H11NO.

Calculated values
orbital gap (alpha / beta) = 0.26921 / 0.26935 hartree
LUMO energy (alpha / beta) = -0.007 / -0.003 eV
spin multiplicity = 1
highest occupied orbital energy (alpha / beta) = -7.33 / -7.33 eV
energy relative to the best compared isomer or geometry (same formula, charge and spin) = 4.3007 eV

Positions of all 23 atoms, in Å:
C  -1.1295  1.9670  0.0864
C  -1.6065  -1.5632  1.3338
C  -1.4205  -2.2932  0.2296
C  0.4837  0.1815  0.6607
C  1.4982  0.4402  -0.1807
C  -2.0597  -0.2013  0.9182
C  -2.2575  -0.4436  -0.5461
C  -0.8533  0.7001  0.5804
C  2.8788  -0.0514  0.1170
C  1.3349  1.2215  -1.4451
N  -1.3630  3.0450  -0.2530
O  -1.7706  -1.6399  -0.9103
H  -1.4487  -1.8693  2.3477
H  -1.0605  -3.2961  0.1004
H  0.6620  -0.4743  1.5080
H  -2.8463  0.2786  1.4982
H  -2.6250  0.2147  -1.3044
H  2.8706  -0.8565  0.8471
H  3.3643  -0.3954  -0.7939
H  3.4796  0.7625  0.5247
H  1.2438  2.2881  -1.2423
H  2.1901  1.0730  -2.0999
H  0.4353  0.9121  -1.9764

Forces on atoms 1 to 6 (eV/Å):
-0.2 0.9 0.0
-0.2 -0.2 -0.5
0.0 -0.1 1.3
0.5 -0.2 -0.1
-0.2 -0.2 0.1
-0.4 0.0 -0.1

Charges in e, computed with natural (NBO), in the same order as the atoms: 0.248, -0.268, 0.125, -0.251, 0.068, -0.291, 0.220, -0.208, -0.634, -0.663, -0.370, -0.423, 0.238, 0.215, 0.203, 0.236, 0.231, 0.213, 0.211, 0.221, 0.241, 0.213, 0.226



5.
Density functional theory data (ωB97M-V/def2-TZVPD) for the molecule C10H11NO3.

Calculated values
orbital gap = 0.36473 hartree
LUMO energy = 0.364 eV
spin multiplicity = 1
highest occupied orbital energy = -9.56 eV
energy relative to the best compared isomer or geometry (same formula, charge and spin) = 5.6140 eV

Positions of all 25 atoms, in Å:
C  0.4976  -1.6067  0.1466
C  2.5967  -1.6834  -0.9852
C  -3.2725  -0.8978  -0.5588
C  1.6682  -1.0255  -0.2963
C  -2.4331  -0.0621  0.0024
C  -1.3609  0.4545  -0.8565
C  2.6590  1.0764  1.2126
C  1.9365  0.7335  -0.0679
C  -2.4653  0.2830  1.4385
C  0.7458  1.4794  -0.7448
N  -0.5538  -2.0646  0.2868
O  -1.3240  0.4429  -2.0648
O  3.2014  1.1327  -0.1009
O  -0.3924  1.0157  -0.1101
H  3.4941  -1.1732  -1.3030
H  2.5262  -2.8089  -0.9734
H  -3.9930  -1.2639  0.0689
H  -3.1404  -1.2461  -1.6235
H  2.4801  2.0080  1.6409
H  2.9379  0.2278  1.8980
H  -1.8110  -0.4670  1.8258
H  -2.0553  1.1967  1.4370
H  -3.4669  0.2568  1.9906
H  0.7040  1.3473  -1.8593
H  0.8209  2.6447  -0.4040

Forces on atoms 1 to 6 (eV/Å):
-2.0 -0.9 0.0
-0.3 -1.5 1.3
1.2 -0.1 -2.8
2.8 4.2 -0.6
-1.0 0.0 -0.9
-0.1 0.4 -0.9

Charges in e, computed with natural (NBO), in the same order as the atoms: 0.246, -0.306, -0.277, -0.181, -0.119, 0.777, -0.119, 0.280, -0.635, -0.113, -0.312, -0.593, -0.467, -0.526, 0.222, 0.217, 0.188, 0.223, 0.188, 0.198, 0.236, 0.216, 0.220, 0.244, 0.192



6.
Density functional theory data (ωB97M-V/def2-TZVPD) for the molecule C10H11NO3S.

Calculated values
orbital gap = 0.33070 hartree
LUMO energy = -0.049 eV
spin multiplicity = 1
highest occupied orbital energy = -9.05 eV
energy relative to the best compared isomer or geometry (same formula, charge and spin) = 6.5967 eV

Positions of all 26 atoms, in Å:
C  -0.3929  3.3494  -0.9192
C  -1.3674  2.3558  -1.3662
C  0.6026  3.1171  0.0401
C  -1.3259  1.0684  -0.7790
C  0.5654  1.7770  0.5333
C  -0.3902  0.7815  0.2303
C  0.9512  -2.1052  -2.6212
C  0.8510  -1.8086  -1.3205
C  1.0688  -2.1157  2.0901
C  -0.3770  -0.5683  0.8000
N  -1.6262  -0.6302  1.7004
O  -1.4941  -0.7403  2.8954
O  -2.6906  -0.5538  1.1137
O  0.7845  -0.8203  1.4880
S  -0.6113  -1.9939  -0.4468
H  -0.5142  4.3439  -1.4090
H  -1.8100  2.5116  -2.2834
H  1.3665  3.6992  0.2736
H  -1.9048  0.1699  -1.0324
H  1.3751  1.5130  1.2317
H  1.8653  -2.3008  -3.1946
H  0.1073  -2.5036  -3.1130
H  1.7089  -1.6881  -0.6016
H  2.1388  -2.1535  2.1333
H  0.5125  -2.7790  1.4745
H  0.6062  -1.9255  3.0823

Forces on atoms 1 to 6 (eV/Å):
-1.3 0.3 -0.8
3.5 -0.8 3.0
-5.1 -5.3 -2.0
0.2 0.5 0.0
0.9 0.0 1.2
0.8 2.9 -1.5

Charges in e, computed with natural (NBO), in the same order as the atoms: -0.162, -0.230, -0.228, -0.147, -0.143, -0.164, -0.372, -0.397, -0.273, 0.288, 0.500, -0.352, -0.372, -0.548, 0.245, 0.210, 0.215, 0.213, 0.242, 0.221, 0.213, 0.196, 0.228, 0.202, 0.200, 0.216



Computed values of max |F| (unit: eV/Å) for the preceding records, in sequence: 2.9, 4.5, 4.9, 2.6, 5.1, 7.6.